[1]
A gas-phase ion, C4H9NOS (charge -1) at a distorted geometry. Source: the OMol25 dataset; level of theory: ωB97M-V/def2-TZVPD.

Results
Frontier orbital gap (alpha / beta) ... 2.469 / 8.168 eV
Relative energy (zero: lowest compared OMol25 entry of this formula, charge and spin) ... 18.9 kcal per mole
E_tot ... -685.9424 hartree
Spin multiplicity ... 2
Maximum force ... 1.37 eV/Å
Net charge ... -1
E_HOMO (alpha / beta) ... 0.954 / -5.018 eV
Molar mass ... 119.19 Da

Each line ends with the Mulliken charge.
Element x y z (Å)
S -1.17 -2.10 -0.12  -0.077
O 2.31 0.89 -1.84  -0.343
N 1.31 1.12 0.20  -0.142
C 0.04 1.54 0.85  -0.899
C -0.93 -0.79 1.17  -2.100
C -1.12 0.60 0.56  -1.090
C 1.31 1.03 -1.18  -0.176
H -1.64 -1.07 1.95  1.317
H -0.18 2.57 0.58  0.280
H -1.66 -3.03 0.76  0.165
H 0.09 -0.93 1.51  0.133
H 2.10 1.69 0.48  0.210
H 0.31 1.13 -1.62  0.149
H -1.38 0.48 -0.48  0.672
H 0.21 1.44 1.92  0.618
H -1.97 1.11 1.04  0.283



[2]
2 unconnected molecules or ions with the total composition C4H11N2 at a distorted geometry. Source: the OMol25 dataset; level of theory: ωB97M-V/def2-TZVPD.

Results
Frontier orbital gap ... 5.949 eV
Relative energy (zero: lowest compared OMol25 entry of this formula, charge and spin) ... 102.9 kcal per mole
E_tot ... -268.1410 hartree
Maximum force ... 3.62 eV/Å
Net charge ... +1
E_HOMO ... -13.026 eV
Molar mass ... 87.15 Da

Each line ends with the Mulliken charge.
Element x y z (Å)
N -0.52 0.02 3.29  -0.637
N -2.38 0.11 -1.64  -0.455
C 2.39 0.71 -0.52  -1.011
C -0.05 0.06 -0.89  -0.377
C 1.32 -0.27 -0.80  0.268
C -1.20 -0.65 -1.28  0.031
H -2.95 0.01 -0.84  0.265
H -0.20 1.09 -1.14  0.326
H -1.07 -1.78 -1.50  0.305
H 0.23 -0.68 3.10  0.223
H -1.16 -0.35 4.05  0.253
H 2.71 0.49 0.48  0.313
H -2.92 0.11 -2.55  0.283
H 1.58 -1.36 -0.52  0.329
H 1.96 1.72 -0.50  0.348
H -0.98 0.06 2.42  0.169
H 3.24 0.71 -1.18  0.368



[3]
2 unconnected molecules or ions with the total composition C2H11N2O at a distorted geometry. Source: the OMol25 dataset; level of theory: ωB97M-V/def2-TZVPD.

Results
Frontier orbital gap ... 11.739 eV
Relative energy (zero: lowest compared OMol25 entry of this formula, charge and spin) ... 40.6 kcal per mole
E_tot ... -267.2600 hartree
Maximum force ... 7.45 eV/Å
Net charge ... +1
E_HOMO ... -14.990 eV
Molar mass ... 79.12 Da

Each line ends with the Mulliken charge.
Element x y z (Å)
O 2.38 2.17 -1.03  -0.454
N 0.68 0.47 -0.99  -0.318
N -1.17 -1.13 0.17  -0.779
C 1.95 1.06 -0.33  -0.228
C -2.10 -1.20 1.37  -0.852
H 2.72 0.27 -0.43  0.286
H 2.18 2.96 -0.61  0.331
H -0.69 -2.05 0.22  0.299
H 1.67 1.28 0.77  0.287
H 0.06 1.06 -1.61  0.383
H -1.73 -1.34 -0.68  0.306
H -2.59 -2.04 1.42  0.384
H 0.96 -0.24 -1.55  0.338
H -1.47 -1.09 2.28  0.294
H -0.03 0.08 -0.29  0.460
H -2.82 -0.25 1.29  0.262



[4]
2 unconnected molecules or ions with the total composition C4H12 at a distorted geometry. Source: the OMol25 dataset; level of theory: ωB97M-V/def2-TZVPD.

Results
Frontier orbital gap ... 12.315 eV
Relative energy (zero: lowest compared OMol25 entry of this formula, charge and spin) ... 12.3 kcal per mole
E_tot ... -159.5654 hartree
Maximum force ... 2.18 eV/Å
E_HOMO ... -11.201 eV
Molar mass ... 60.14 Da

Each line ends with the Mulliken charge.
Element x y z (Å)
C -1.00 0.61 -1.29  -0.356
C 1.77 -0.27 1.72  -0.909
C 0.34 0.19 2.02  -0.570
C -1.14 -0.50 -2.34  -0.954
H -0.09 0.60 1.10  0.089
H -0.50 1.48 -1.71  0.285
H -1.96 0.88 -0.86  0.344
H -0.18 -0.93 -2.64  0.298
H -2.00 -1.15 -2.20  0.296
H -1.42 0.00 -3.27  0.290
H -0.16 -0.76 2.24  0.228
H -0.30 0.28 -0.54  -0.254
H 2.26 -0.64 2.63  0.323
H 1.79 -1.06 0.97  0.272
H 0.16 0.81 2.89  0.335
H 2.44 0.47 1.28  0.284